*w*
The molecule C2H5NOP2, computed with ωB97M-V/def2-TZVPD.

The calculation puts the orbital gap at 8.512 eV. The highest occupied orbital energy comes out at -8.77 eV. As for the structure (SMILES): P/N=P/[C@H]1CO1.

Structure (ORCA input):
```
! RIJCOSX wB97M-V def2-TZVPD def2/J DEFGRID3
* xyz 0 1
P 3.16623 0.05607 0.04765
P 0.45397 -0.72691 -0.70137
O -1.57260 -0.72433 0.58590
N 1.49950 0.27377 -0.07279
C -0.91064 0.29537 -0.29439
C -2.32964 -0.15173 -0.47212
H -2.59769 -0.89720 -1.30835
H 3.50016 1.01016 1.08185
H -1.01085 1.18334 0.19034
H -3.07200 0.55919 -0.16258
H 2.87357 -0.87773 1.10586
*
```


*x*
A cluster of 2 separate species, C2H5NOP2 in total, computed with ωB97M-V/def2-TZVPD.

The calculation puts the orbital gap at 9.335 eV. The highest occupied orbital energy comes out at -9.92 eV.

Structure (ORCA input):
```
! RIJCOSX wB97M-V def2-TZVPD def2/J DEFGRID3
* xyz 0 1
P 0.42316 0.78616 -1.57238
P 0.19077 1.28442 1.44278
O 1.69658 -0.53896 0.34320
N -1.90160 -2.13315 0.05559
C 0.57183 0.08140 0.05961
C -1.03389 -1.38923 0.12463
H -0.76124 1.43002 -1.67529
H -0.10077 0.15584 2.33295
H -1.27488 1.74370 1.23270
H 2.26110 -1.02070 -0.35179
H -0.07105 -0.39952 -1.99200
*
```


The structure shown above that is least stable: *x*.